No. 1
Entry from OMol25: a cluster of 11 separate species, C18H58N8O18 in total in a non-equilibrium geometry (ωB97M-V/def2-TZVPD).

CARTESIAN COORDINATES (ANGSTROEM)
H1 -1.41 0.64 -3.14
H2 -2.59 -0.18 -0.16
H3 1.50 5.41 -1.27
H4 5.98 -0.20 1.53
C1 2.26 1.12 -3.13
H5 2.52 0.91 -2.09
H6 -0.64 3.65 5.04
H7 -5.25 -2.84 -0.09
H8 5.43 1.21 -0.31
C2 -4.17 0.72 0.87
H9 -0.01 -0.35 2.23
H10 -0.15 1.14 6.24
H11 -0.57 0.25 4.50
H12 -3.82 -2.47 -0.97
H13 -0.91 -1.44 1.17
H14 0.73 2.19 -4.05
C3 0.52 -0.29 0.30
C4 -2.46 0.42 -2.88
C5 -3.46 0.75 -3.98
H15 -5.09 -3.63 2.03
H16 0.02 2.29 3.16
H17 2.22 -1.89 -6.68
O1 2.75 -4.19 3.52
C6 0.32 4.58 0.36
H18 2.35 -2.37 4.30
H19 -1.65 2.40 3.10
O2 1.56 -1.20 -6.76
C7 4.25 2.47 0.97
O3 1.19 0.76 0.37
N1 0.24 -0.83 -0.91
H20 -0.96 -2.88 4.78
H21 -2.50 1.06 -1.99
N2 -4.12 -3.40 2.09
H22 2.69 -4.59 2.65
C8 1.25 5.61 -0.22
C9 -0.88 -4.63 3.83
H23 -1.86 2.52 5.59
H24 -0.53 -6.10 2.52
H25 1.68 3.25 -2.96
H26 0.97 -3.02 -5.08
O4 0.12 2.02 5.98
O5 0.80 6.97 -0.11
O6 0.30 2.03 -2.07
H27 4.16 0.32 0.44
O7 -0.06 -1.43 -4.19
H28 3.90 2.36 2.01
C10 -0.87 2.58 5.12
C11 1.26 2.25 -3.10
O8 -0.67 -5.33 4.80
H29 -0.34 -1.65 -0.95
H30 -4.83 -0.43 -0.65
H31 5.66 -2.60 2.90
H32 -3.64 -3.35 2.98
C12 3.78 -2.11 2.70
H33 2.54 -0.54 -4.01
H34 2.61 1.98 0.16
H35 -1.80 -1.35 -2.88
O9 1.74 -0.08 -3.75
N3 -5.08 0.35 -0.07
H36 -0.47 -0.98 -6.79
H37 -1.32 -2.81 3.01
O10 -1.08 0.56 3.74
H38 -0.56 3.63 -1.08
O11 -0.81 4.33 -0.46
H39 -0.13 6.92 -0.34
H40 0.04 4.83 1.39
H41 -4.46 0.59 -3.56
C13 4.87 1.13 0.64
O12 -4.45 1.49 1.79
O13 5.67 0.69 1.73
O14 -2.64 -0.98 -2.58
H42 2.17 5.57 0.38
H43 3.49 -1.05 2.63
H44 0.91 3.66 0.41
C14 -3.48 -2.98 0.97
N4 -0.78 -5.13 2.55
H45 0.73 1.82 -1.23
H46 -3.28 0.03 -4.78
H47 -2.96 2.03 -5.36
O15 -3.32 2.07 -4.47
C15 0.27 -1.75 -6.58
O16 3.19 2.75 0.08
H48 4.98 3.27 1.04
C16 2.57 -2.79 3.32
O17 -2.29 -2.65 0.99
C17 0.08 -2.39 -5.22
H49 0.75 -0.89 -4.15
H50 -6.00 0.75 -0.14
H51 4.03 -2.60 1.76
N5 -2.87 0.36 0.65
H52 -1.03 -4.64 1.70
H53 3.15 1.46 -3.66
C18 -0.86 1.98 3.74
N6 -1.13 -3.28 3.88
N7 -0.12 -0.83 1.35
N8 -4.25 -2.87 -0.15
H54 1.77 -2.60 2.60
H55 0.13 -2.58 -7.29
H56 0.50 -0.41 -1.79
H57 -2.19 0.71 1.29
H58 -0.79 -3.04 -5.24
O18 5.00 -2.18 3.46

Results
ΔE to the lowest compared entry with this formula, charge and spin   24.51 kcal/mol
Kohn-Sham gap   9.36 eV
SMILES   NC(N)=O.NC(N)=O.NC(N)=O.NC(N)=O.OCCO.OCCO.OCCO.OCCO.OCCO.OCCO.OCCO



No. 2
Entry from OMol25: a cluster of 11 separate species, C18H60N2O16 in total in a non-equilibrium geometry (ωB97M-V/def2-TZVPD).

CARTESIAN COORDINATES (ANGSTROEM)
H1 2.37 -1.32 3.65
H2 -0.40 3.51 3.39
H3 1.54 2.21 1.73
H4 -4.61 -4.81 1.11
H5 5.10 2.96 3.39
C1 1.98 -2.26 4.06
C2 0.63 0.06 -0.35
H6 -3.11 -3.47 2.40
H7 -6.44 -4.04 0.24
C3 -1.71 5.02 0.23
O1 2.50 -3.06 -0.71
C4 -3.28 -4.02 -2.55
C5 0.09 2.64 3.82
C6 3.26 -0.53 -3.16
H8 5.42 1.24 -1.69
H9 0.72 0.73 0.50
C7 -0.58 -0.92 -0.27
O2 4.32 -1.37 -3.69
H10 4.25 1.30 -3.53
C8 -2.45 1.05 -4.17
H11 3.58 0.79 3.62
H12 -3.56 -2.54 -0.49
H13 1.23 -3.71 -2.02
H14 -3.07 0.91 0.38
H15 -3.46 1.37 -2.57
H16 -6.54 -3.05 1.63
O3 -4.06 -4.29 -1.35
N1 4.22 3.44 3.26
H17 2.81 -0.99 -2.28
C9 -4.50 -3.73 1.01
H18 -3.78 -4.41 -3.44
H19 -2.47 4.87 0.99
O4 1.94 -3.68 1.94
H20 -0.69 -1.30 0.75
O5 -1.79 -0.22 -0.44
H21 -1.29 2.88 0.12
H22 2.11 -4.56 2.29
H23 1.75 3.91 2.19
H24 0.45 -2.28 2.51
H25 3.37 -2.66 -0.65
H26 1.11 -3.45 -3.51
C10 -1.62 3.68 -0.54
C11 -3.58 -3.60 -0.23
H27 0.46 -3.70 3.32
H28 -3.13 1.80 -4.58
C12 3.91 1.14 2.65
H29 -3.17 -2.95 -2.77
H30 3.94 2.88 1.39
H31 2.37 -0.46 -3.78
O6 0.55 0.90 -1.47
H32 2.87 -2.87 4.24
H33 -0.23 1.72 3.33
H34 -0.12 2.49 4.88
H35 -3.67 1.01 1.77
H36 3.61 3.39 4.06
H37 -2.08 5.78 -0.46
H38 0.13 5.60 0.24
H39 -0.80 2.77 -2.00
H40 -0.53 -1.72 -1.02
H41 -6.02 -2.33 0.11
H42 4.85 -1.60 -2.93
H43 -2.85 0.08 -4.47
O7 -0.45 5.19 0.89
H44 0.87 3.54 -0.43
H45 3.43 0.49 1.92
O8 -0.90 3.67 -1.67
O9 -2.53 1.31 -2.81
H46 -2.62 -3.97 0.14
O10 4.77 0.54 -1.58
C13 -0.97 1.16 -4.71
H47 1.76 -1.57 5.80
C14 3.87 0.78 -2.66
H48 -2.25 -4.35 -2.69
O11 0.62 -3.77 -2.76
C15 -5.94 -3.21 0.74
O12 1.19 -2.09 5.23
C16 1.99 2.88 2.46
N2 -4.08 -3.22 2.25
H49 1.51 -0.57 -0.46
O13 1.70 3.22 -0.76
H50 -2.59 3.32 -0.87
H51 -4.06 -2.22 2.33
H52 4.99 1.05 2.54
H53 -1.81 0.22 -1.29
C17 3.49 2.60 2.34
C18 1.17 -2.96 2.95
H54 2.33 3.92 -0.55
H55 -0.08 0.27 -3.31
H56 -0.49 2.06 -4.34
H57 2.23 -3.20 0.19
H58 -1.05 1.23 -5.80
H59 1.12 1.67 -1.38
O14 -0.20 0.04 -4.24
O15 -3.57 1.49 0.95
O16 1.48 2.71 3.78
H60 3.18 1.54 -2.29

Results
Kohn-Sham gap   9.41 eV
SMILES   COC[C@H](C)N.COC[C@H](C)N.OCCO.OCCO.OCCO.OCCO.OCCO.O.O.O.O



No. 3
Entry from OMol25: a cluster of 13 separate species, C18H61F3N13O15S in total in a non-equilibrium geometry (ωB97M-V/def2-TZVPD).

CARTESIAN COORDINATES (ANGSTROEM)
O1 2.40 -4.02 0.03
H1 -2.20 3.64 3.83
H2 0.01 5.92 0.33
O2 4.12 2.46 0.34
H3 -0.04 -2.20 4.15
H4 3.58 -1.05 -0.31
C1 -1.55 -5.06 1.03
N1 -2.05 1.32 -4.97
H5 -1.47 -5.31 3.82
C2 0.05 4.90 -0.07
H6 2.26 3.04 -2.05
H7 2.58 0.26 -0.71
H8 -2.33 -2.00 -2.90
C3 -2.19 4.30 0.42
N2 -2.13 2.65 3.71
H9 -1.21 2.23 3.68
H10 -5.06 -0.62 -0.29
O3 0.79 -0.20 3.14
N3 3.22 -0.45 -1.03
N4 2.47 5.16 -0.46
C4 1.42 3.21 -1.38
C5 -1.86 -3.63 -1.08
H11 0.28 1.43 -6.58
H12 0.98 5.16 -1.99
O4 2.44 2.65 6.65
H13 0.41 -1.97 -4.39
H14 -2.14 5.07 1.20
H15 0.40 1.67 -4.13
H16 2.96 1.30 3.84
F1 -0.12 0.13 -0.42
H17 1.03 0.85 4.47
H18 0.95 3.75 2.47
H19 0.42 -0.27 -6.59
N5 -2.90 0.25 -0.86
H20 4.11 2.18 4.82
H21 -0.36 0.60 -3.01
H22 -1.68 -6.07 1.43
F2 0.93 -1.66 0.36
O5 4.40 -1.56 2.00
O6 1.44 -4.17 4.19
H23 -0.01 -6.22 3.96
C6 0.22 -4.18 4.09
O7 -1.99 -3.87 -2.47
C7 -3.83 0.10 -1.84
H24 2.78 4.35 0.09
H25 -2.00 0.59 -1.17
F3 -1.01 -1.08 1.11
H26 2.58 -3.73 0.93
H27 0.54 2.88 -1.95
N6 -0.18 -5.38 -0.89
O8 -3.32 0.71 3.49
N7 -4.36 2.76 3.44
H28 -0.67 -4.62 1.49
H29 -3.20 4.32 0.03
H30 3.59 1.77 0.77
N8 -0.49 -5.34 4.02
H31 -3.81 -2.97 -3.11
H32 -1.99 3.33 0.88
H33 0.40 1.22 6.07
H34 -2.65 0.87 -4.26
C8 2.26 1.96 5.65
O9 2.43 0.52 1.53
N9 -0.54 -3.07 4.06
C9 0.14 -0.63 0.66
O10 -1.26 4.63 -0.60
N10 -4.98 -0.35 -1.25
H35 4.88 -1.16 2.73
H36 5.07 -1.83 -1.77
O11 -3.65 0.29 -3.04
H37 -2.67 1.30 -5.78
H38 1.54 -4.47 0.08
O12 0.33 1.81 1.85
H39 1.61 2.56 -0.52
H40 -0.19 -5.18 -1.89
H41 -2.40 -3.00 -4.31
C10 -3.27 1.93 3.53
S1 1.01 0.53 1.88
H42 0.37 4.82 3.39
C11 -0.95 0.39 -5.09
H43 -1.03 0.48 -7.32
H44 -2.24 -5.75 -0.87
C12 -0.33 0.53 -6.49
H45 4.75 1.98 -0.20
H46 -5.22 2.24 3.50
H47 3.74 -0.90 1.75
C13 -2.73 -2.95 -3.27
H48 -1.53 -2.99 4.05
H49 -3.21 -0.06 0.03
H50 -2.44 -4.58 1.46
C14 1.20 4.67 -1.04
H51 -4.23 3.75 3.51
H52 -2.81 -3.33 -0.60
C15 0.11 0.62 -4.01
O13 3.74 0.82 -2.83
H53 1.95 -2.06 -3.54
H54 5.60 -0.79 -3.11
H55 -1.27 -0.66 -5.06
H56 0.26 4.23 0.76
H57 -1.08 -2.93 -0.78
H58 -0.06 -6.38 -0.84
C16 3.96 -0.16 -2.12
N11 5.04 -0.97 -2.29
O14 1.19 4.55 2.95
N12 3.18 1.86 4.64
H59 2.22 5.80 0.29
N13 1.15 1.25 5.40
H60 -5.80 -0.42 -1.82
C17 0.99 -1.53 -3.58
O15 1.26 -0.17 -3.95
C18 -1.56 -4.98 -0.50
H61 0.50 -1.66 -2.61

Results
Charge   -1
Kohn-Sham gap   8.50 eV



Question: Which value of Kohn-Sham gap does entry 2 give?
Answer: 9.41 eV



Question: Among the records above, which one has the lowest Kohn-Sham gap?
Answer: C18H61F3N13O15S



Copy entry 1 word for word.
Entry from OMol25: a cluster of 11 separate species, C18H58N8O18 in total in a non-equilibrium geometry (ωB97M-V/def2-TZVPD).

CARTESIAN COORDINATES (ANGSTROEM)
H1 -1.41 0.64 -3.14
H2 -2.59 -0.18 -0.16
H3 1.50 5.41 -1.27
H4 5.98 -0.20 1.53
C1 2.26 1.12 -3.13
H5 2.52 0.91 -2.09
H6 -0.64 3.65 5.04
H7 -5.25 -2.84 -0.09
H8 5.43 1.21 -0.31
C2 -4.17 0.72 0.87
H9 -0.01 -0.35 2.23
H10 -0.15 1.14 6.24
H11 -0.57 0.25 4.50
H12 -3.82 -2.47 -0.97
H13 -0.91 -1.44 1.17
H14 0.73 2.19 -4.05
C3 0.52 -0.29 0.30
C4 -2.46 0.42 -2.88
C5 -3.46 0.75 -3.98
H15 -5.09 -3.63 2.03
H16 0.02 2.29 3.16
H17 2.22 -1.89 -6.68
O1 2.75 -4.19 3.52
C6 0.32 4.58 0.36
H18 2.35 -2.37 4.30
H19 -1.65 2.40 3.10
O2 1.56 -1.20 -6.76
C7 4.25 2.47 0.97
O3 1.19 0.76 0.37
N1 0.24 -0.83 -0.91
H20 -0.96 -2.88 4.78
H21 -2.50 1.06 -1.99
N2 -4.12 -3.40 2.09
H22 2.69 -4.59 2.65
C8 1.25 5.61 -0.22
C9 -0.88 -4.63 3.83
H23 -1.86 2.52 5.59
H24 -0.53 -6.10 2.52
H25 1.68 3.25 -2.96
H26 0.97 -3.02 -5.08
O4 0.12 2.02 5.98
O5 0.80 6.97 -0.11
O6 0.30 2.03 -2.07
H27 4.16 0.32 0.44
O7 -0.06 -1.43 -4.19
H28 3.90 2.36 2.01
C10 -0.87 2.58 5.12
C11 1.26 2.25 -3.10
O8 -0.67 -5.33 4.80
H29 -0.34 -1.65 -0.95
H30 -4.83 -0.43 -0.65
H31 5.66 -2.60 2.90
H32 -3.64 -3.35 2.98
C12 3.78 -2.11 2.70
H33 2.54 -0.54 -4.01
H34 2.61 1.98 0.16
H35 -1.80 -1.35 -2.88
O9 1.74 -0.08 -3.75
N3 -5.08 0.35 -0.07
H36 -0.47 -0.98 -6.79
H37 -1.32 -2.81 3.01
O10 -1.08 0.56 3.74
H38 -0.56 3.63 -1.08
O11 -0.81 4.33 -0.46
H39 -0.13 6.92 -0.34
H40 0.04 4.83 1.39
H41 -4.46 0.59 -3.56
C13 4.87 1.13 0.64
O12 -4.45 1.49 1.79
O13 5.67 0.69 1.73
O14 -2.64 -0.98 -2.58
H42 2.17 5.57 0.38
H43 3.49 -1.05 2.63
H44 0.91 3.66 0.41
C14 -3.48 -2.98 0.97
N4 -0.78 -5.13 2.55
H45 0.73 1.82 -1.23
H46 -3.28 0.03 -4.78
H47 -2.96 2.03 -5.36
O15 -3.32 2.07 -4.47
C15 0.27 -1.75 -6.58
O16 3.19 2.75 0.08
H48 4.98 3.27 1.04
C16 2.57 -2.79 3.32
O17 -2.29 -2.65 0.99
C17 0.08 -2.39 -5.22
H49 0.75 -0.89 -4.15
H50 -6.00 0.75 -0.14
H51 4.03 -2.60 1.76
N5 -2.87 0.36 0.65
H52 -1.03 -4.64 1.70
H53 3.15 1.46 -3.66
C18 -0.86 1.98 3.74
N6 -1.13 -3.28 3.88
N7 -0.12 -0.83 1.35
N8 -4.25 -2.87 -0.15
H54 1.77 -2.60 2.60
H55 0.13 -2.58 -7.29
H56 0.50 -0.41 -1.79
H57 -2.19 0.71 1.29
H58 -0.79 -3.04 -5.24
O18 5.00 -2.18 3.46

Results
ΔE to the lowest compared entry with this formula, charge and spin   24.51 kcal/mol
Kohn-Sham gap   9.36 eV
SMILES   NC(N)=O.NC(N)=O.NC(N)=O.NC(N)=O.OCCO.OCCO.OCCO.OCCO.OCCO.OCCO.OCCO